(1)
A molecular structure, C22H23MnN6O. Source: the Open Molecules 2025 dataset; level of theory: ωB97M-V/def2-TZVPD.

Atoms and positions in Å:
Mn  0.509714  -0.039571  0.568528
O  3.982469  1.494678  -0.704514
C  2.906264  1.245525  -0.185107
N  1.893870  0.500538  -0.670256
C  2.264483  -0.453743  -1.694768
C  1.862776  -1.832304  -1.227113
C  2.030468  -2.960240  -2.021513
C  1.675781  -4.198560  -1.524374
C  1.165664  -4.287893  -0.233890
C  1.013279  -3.123699  0.486436
N  1.337449  -1.917640  0.003029
C  2.635215  1.711270  1.226022
C  3.356024  2.742303  1.801855
C  3.127317  3.046881  3.131356
C  2.206892  2.289273  3.844672
C  1.531949  1.274831  3.195808
N  1.724596  0.993420  1.902079
H  3.348359  -0.435522  -1.849124
H  1.815660  -0.247842  -2.672095
H  2.443944  -2.852597  -3.015652
H  1.800939  -5.087980  -2.127606
H  0.892533  -5.236999  0.203823
H  0.622580  -3.143713  1.497568
H  4.089269  3.258718  1.198795
H  3.667815  3.850329  3.613783
H  2.016880  2.474131  4.892312
H  0.815689  0.660322  3.724659
C  -4.177391  -1.699051  -3.419430
C  -3.034799  -1.314510  -2.528810
C  -2.063360  -0.407041  -2.929814
C  -1.034083  -0.074093  -2.067419
N  -0.918403  -0.583382  -0.840203
C  -1.852810  -1.460252  -0.448201
C  -2.906573  -1.847582  -1.247030
H  -4.018086  -1.360575  -4.441024
H  -5.105067  -1.254055  -3.055284
H  -4.316498  -2.779852  -3.428086
H  -2.097139  0.041296  -3.913874
H  -0.263423  0.627115  -2.364360
H  -1.744315  -1.869496  0.549495
H  -3.624697  -2.565326  -0.872498
C  -0.811650  2.983507  -0.070593
C  -1.362585  2.255953  1.104565
N  -1.097875  1.013644  1.466435
C  -1.838928  0.765675  2.606988
C  -2.557473  1.867838  2.929530
N  -2.243028  2.801543  1.970769
H  0.076598  2.477183  -0.447641
H  -0.528948  4.000805  0.200847
H  -1.549267  3.036913  -0.873196
H  -1.822274  -0.189531  3.103760
H  -3.251790  2.066026  3.725611
H  -2.594014  3.743333  1.924751

Forces on atoms 1 to 3 (eV/Å):
Mn -0.064 0.005 0.357
O -0.013 0.023 -0.037
C -0.003 0.056 0.015

Summary:
Total energy ... -2406.78730 Eh
Multiplicity ... 2
Frontier orbital gap (alpha / beta) ... 0.3159 / 0.3089 hartree
Charge ... +1

(2)
A single C22H23N3O3S molecule. Source: the Open Molecules 2025 dataset; level of theory: ωB97M-V/def2-TZVPD.

Atoms and positions in Å:
C  -6.745260  -0.150638  1.217283
O  -5.655159  0.483472  0.590382
C  -4.495857  -0.199865  0.426865
C  -4.294778  -1.532838  0.838300
C  -3.092154  -2.155792  0.638817
C  -2.027869  -1.479321  0.018292
N  -0.847795  -2.104720  -0.160544
C  0.115851  -1.442967  -0.743488
C  1.414644  -2.098940  -0.914100
C  2.390912  -1.562069  -1.751568
C  3.619072  -2.183830  -1.874438
C  3.886687  -3.344345  -1.166456
C  2.916922  -3.888127  -0.338066
C  1.687485  -3.272130  -0.211624
N  0.025452  -0.161769  -1.176819
C  -1.102326  0.480574  -1.006658
S  -1.217990  2.146654  -1.525244
C  0.394612  2.444067  -2.319866
C  1.460057  2.847479  -1.300147
O  1.820058  3.994963  -1.162582
N  1.950906  1.793295  -0.624345
C  2.858157  1.919360  0.486515
C  2.145977  1.669988  1.829209
C  1.587979  0.236530  1.942489
C  2.034960  -0.207568  3.334854
C  3.321805  0.597417  3.499912
O  3.051041  1.850512  2.907782
C  -2.233611  -0.134433  -0.397224
C  -3.464186  0.486694  -0.187642
H  -7.541697  0.591364  1.235476
H  -7.081750  -1.026182  0.653178
H  -6.504518  -0.445533  2.243508
H  -5.093565  -2.077654  1.316825
H  -2.933891  -3.175809  0.950807
H  2.178983  -0.665492  -2.313434
H  4.370515  -1.762501  -2.525882
H  4.848502  -3.826087  -1.262622
H  3.123727  -4.795068  0.210841
H  0.921050  -3.677266  0.429942
H  0.222012  3.269456  -3.008889
H  0.664753  1.536446  -2.856488
H  1.492805  0.894063  -0.768628
H  3.263211  2.933418  0.478968
H  3.677520  1.202410  0.371198
H  1.352821  2.420416  1.943648
H  0.506843  0.205361  1.821369
H  2.042903  -0.405031  1.185321
H  2.195878  -1.280465  3.406006
H  1.306772  0.098442  4.086249
H  3.601872  0.777834  4.538408
H  4.156699  0.099895  2.983922
H  -3.617253  1.506532  -0.504041

Forces on atoms 1 to 3 (eV/Å):
C -0.203 -0.114 0.116
O 0.221 0.125 -0.129
C 0.380 0.300 -0.238

Summary:
Total energy ... -1640.35356 Eh
SMILES ... COc1ccc2nc(-c3ccccc3)nc(SCC(=O)NC[C@H]3CCCO3)c2c1
ΔE to the lowest compared entry with this formula, charge and spin ... 0.918 eV
Multiplicity ... 1
Frontier orbital gap ... 0.2877 hartree

(3)
A single C22H23N5O3S molecule in a non-equilibrium geometry. Source: the Open Molecules 2025 dataset; level of theory: ωB97M-V/def2-TZVPD.

Atoms and positions in Å:
C  0.566956  -5.865569  -0.273522
O  0.395720  -4.673168  0.453799
C  -0.686635  -4.556640  1.270159
C  -1.588558  -5.569140  1.564824
C  -2.622496  -5.350810  2.460835
C  -2.787888  -4.128793  3.094876
C  -3.901060  -3.891712  4.068321
C  -1.897801  -3.107109  2.791640
C  -0.873078  -3.308736  1.883957
N  -0.012621  -2.246959  1.590239
N  0.407147  -1.369401  2.515437
N  1.116314  -0.501980  1.929130
N  1.205571  -0.733232  0.630343
C  0.502428  -1.825656  0.403801
S  0.198937  -2.529277  -1.137743
C  0.455730  -1.000012  -2.089258
C  -0.453682  0.100033  -1.551396
O  -1.402266  -0.166303  -0.839053
C  -0.068067  1.435871  -1.941086
C  0.893618  1.814614  -2.922197
C  0.968957  3.174281  -2.921278
C  1.809794  4.085017  -3.742024
N  0.087652  3.650250  -1.976348
C  -0.049304  5.036310  -1.618978
C  1.053044  5.465803  -0.697172
C  1.801336  4.763980  0.199941
C  2.696073  5.699839  0.778326
C  2.422895  6.893427  0.190564
O  1.429996  6.763046  -0.709685
C  -0.541259  2.613552  -1.371109
C  -1.516760  2.793497  -0.268637
H  -0.297634  -6.069803  -0.911130
H  0.746345  -6.715430  0.392291
H  1.443260  -5.700862  -0.897426
H  -1.486992  -6.539352  1.105781
H  -3.307985  -6.158689  2.670768
H  -3.511462  -3.483097  4.998759
H  -4.609895  -3.172121  3.660195
H  -4.431837  -4.814974  4.284640
H  -1.991478  -2.136646  3.254282
H  0.203417  -1.232112  -3.123959
H  1.502211  -0.712613  -2.011432
H  1.445699  1.157278  -3.563054
H  2.426499  4.721452  -3.107574
H  1.195869  4.726006  -4.376421
H  2.461502  3.495539  -4.380222
H  -0.019456  5.658697  -2.519010
H  -1.023364  5.182919  -1.140461
H  1.733945  3.717825  0.418860
H  3.434788  5.501006  1.526608
H  2.842543  7.871503  0.315072
H  -2.430570  3.269546  -0.627322
H  -1.776656  1.816713  0.128349
H  -1.094531  3.403810  0.529309

Forces on atoms 1 to 3 (eV/Å):
C 0.064 -0.214 -0.142
O -0.204 0.119 0.524
C -0.031 0.133 0.185

Summary:
Total energy ... -1749.77118 Eh
SMILES ... COc1ccc(C)cc1-n1nnnc1SCC(=O)c1cc(C)n(Cc2ccco2)c1C
ΔE to the lowest compared entry with this formula, charge and spin ... 4.802 eV
Multiplicity ... 1
Frontier orbital gap ... 0.3197 hartree

(4)
A molecular structure, C22H23N5O4W. Source: the Open Molecules 2025 dataset; level of theory: ωB97M-V/def2-TZVPD.

Atoms and positions in Å:
W  -0.518456  0.462260  -0.728156
C  -1.595168  4.814090  -0.313057
C  -1.566024  3.341635  -0.451403
N  -0.486772  2.633260  -0.511068
N  0.741570  3.241290  -0.447656
C  1.671147  2.349808  -0.517585
O  1.253260  1.049443  -0.624314
C  3.079689  2.640781  -0.484220
C  4.010733  1.597771  -0.528890
C  5.360948  1.883802  -0.492519
C  5.785965  3.203981  -0.411956
C  4.862108  4.244428  -0.368372
C  3.511295  3.970414  -0.403288
C  -2.774999  2.519493  -0.542487
C  -4.054394  3.025753  -0.499688
C  -5.133768  2.156151  -0.589496
C  -4.892662  0.798325  -0.721804
C  -3.586557  0.352243  -0.761735
N  -2.541758  1.192174  -0.674039
H  -0.589481  5.210014  -0.236890
H  -2.166387  5.093208  0.575693
H  -2.095954  5.261900  -1.175326
H  3.670445  0.572763  -0.590724
H  6.085324  1.082012  -0.527131
H  6.844270  3.426163  -0.383112
H  5.200231  5.269468  -0.307720
H  2.782993  4.768464  -0.371353
H  -4.209663  4.090559  -0.397719
H  -6.146249  2.535285  -0.555610
H  -5.703493  0.087922  -0.794300
H  -3.365723  -0.699243  -0.867345
C  -2.510861  -3.818925  1.738926
C  -1.056105  -4.197134  2.001880
C  -0.044094  -3.581364  0.998226
C  1.395548  -3.998390  1.372052
C  2.451259  -3.458559  0.410055
C  -0.338944  -4.152674  -0.380014
O  -0.296372  -5.304069  -0.661121
N  -0.638359  -3.214293  -1.447960
C  -0.852001  -1.941512  -1.206164
O  -1.009188  -1.006100  -2.090955
N  -0.886251  -1.421702  0.040972
C  -0.163023  -2.075637  1.093412
O  0.296952  -1.393633  1.959404
H  -3.162807  -4.337165  2.439164
H  -2.828058  -4.108144  0.732710
H  -2.680528  -2.747218  1.871152
H  -0.927955  -5.277976  1.945194
H  -0.750539  -3.874713  2.997420
H  1.420450  -5.087252  1.393261
H  1.583780  -3.635036  2.381479
H  2.314519  -3.843638  -0.603719
H  3.445700  -3.759280  0.733522
H  2.439934  -2.364869  0.381248
H  -0.635525  -3.576348  -2.396854

Forces on atoms 1 to 3 (eV/Å):
W -0.380 0.879 0.136
C -0.052 0.041 0.014
C 0.108 0.094 -0.015

Summary:
Total energy ... -1493.49044 Eh
ΔE to the lowest compared entry with this formula, charge and spin ... 0.000 eV
Multiplicity ... 3
Frontier orbital gap (alpha / beta) ... 0.2376 / 0.2292 hartree
Charge ... +2

Q: Which formula does entry 3 have?
A: C22H23N5O3S

Q: Which formula does entry 2 have?
A: C22H23N3O3S

Please write out number 4 again, unchanged.
A molecular structure, C22H23N5O4W. Source: the Open Molecules 2025 dataset; level of theory: ωB97M-V/def2-TZVPD.

Atoms and positions in Å:
W  -0.518456  0.462260  -0.728156
C  -1.595168  4.814090  -0.313057
C  -1.566024  3.341635  -0.451403
N  -0.486772  2.633260  -0.511068
N  0.741570  3.241290  -0.447656
C  1.671147  2.349808  -0.517585
O  1.253260  1.049443  -0.624314
C  3.079689  2.640781  -0.484220
C  4.010733  1.597771  -0.528890
C  5.360948  1.883802  -0.492519
C  5.785965  3.203981  -0.411956
C  4.862108  4.244428  -0.368372
C  3.511295  3.970414  -0.403288
C  -2.774999  2.519493  -0.542487
C  -4.054394  3.025753  -0.499688
C  -5.133768  2.156151  -0.589496
C  -4.892662  0.798325  -0.721804
C  -3.586557  0.352243  -0.761735
N  -2.541758  1.192174  -0.674039
H  -0.589481  5.210014  -0.236890
H  -2.166387  5.093208  0.575693
H  -2.095954  5.261900  -1.175326
H  3.670445  0.572763  -0.590724
H  6.085324  1.082012  -0.527131
H  6.844270  3.426163  -0.383112
H  5.200231  5.269468  -0.307720
H  2.782993  4.768464  -0.371353
H  -4.209663  4.090559  -0.397719
H  -6.146249  2.535285  -0.555610
H  -5.703493  0.087922  -0.794300
H  -3.365723  -0.699243  -0.867345
C  -2.510861  -3.818925  1.738926
C  -1.056105  -4.197134  2.001880
C  -0.044094  -3.581364  0.998226
C  1.395548  -3.998390  1.372052
C  2.451259  -3.458559  0.410055
C  -0.338944  -4.152674  -0.380014
O  -0.296372  -5.304069  -0.661121
N  -0.638359  -3.214293  -1.447960
C  -0.852001  -1.941512  -1.206164
O  -1.009188  -1.006100  -2.090955
N  -0.886251  -1.421702  0.040972
C  -0.163023  -2.075637  1.093412
O  0.296952  -1.393633  1.959404
H  -3.162807  -4.337165  2.439164
H  -2.828058  -4.108144  0.732710
H  -2.680528  -2.747218  1.871152
H  -0.927955  -5.277976  1.945194
H  -0.750539  -3.874713  2.997420
H  1.420450  -5.087252  1.393261
H  1.583780  -3.635036  2.381479
H  2.314519  -3.843638  -0.603719
H  3.445700  -3.759280  0.733522
H  2.439934  -2.364869  0.381248
H  -0.635525  -3.576348  -2.396854

Forces on atoms 1 to 3 (eV/Å):
W -0.380 0.879 0.136
C -0.052 0.041 0.014
C 0.108 0.094 -0.015

Summary:
Total energy ... -1493.49044 Eh
ΔE to the lowest compared entry with this formula, charge and spin ... 0.000 eV
Multiplicity ... 3
Frontier orbital gap (alpha / beta) ... 0.2376 / 0.2292 hartree
Charge ... +2